Record 1
# C19H28CoFO2

C19H28CoFO2 as an isolated structure in a non-equilibrium geometry (ωB97M-V/def2-TZVPD, OMol25).

```
51
Properties=species:S:1:pos:R:3:forces:R:3
O -0.3867 -0.0931 -2.3098 -0.43 0.78 -2.41
C -0.6698 1.1456 -3.0933 -0.08 0.18 0.52
C -0.0194 0.6163 -4.3578 -0.32 -0.29 0.77
H -0.1908 2.0368 -2.6650 -0.38 -0.49 0.00
H -1.7463 1.3135 -3.2720 0.23 -0.11 0.61
C -0.0310 -0.7249 -3.5784 0.54 0.10 -0.91
H 0.9659 1.0449 -4.5239 0.08 -0.24 -0.06
H -0.6359 0.6632 -5.2470 -0.03 -0.03 -0.22
C 1.3297 -1.3754 -3.6402 0.22 -0.59 0.36
H 2.1243 -0.6983 -3.2996 -0.32 -0.16 -0.04
H 1.5233 -1.6643 -4.6880 -0.05 0.11 0.32
H 1.3461 -2.2940 -3.0374 0.13 0.13 -0.04
C -1.1466 -1.6557 -4.0051 0.28 -0.11 -0.13
H -2.0890 -1.1226 -3.9803 -0.29 0.03 0.01
H -1.1971 -2.5109 -3.3358 -0.08 -0.05 0.17
H -0.9775 -2.0370 -5.0147 0.01 0.06 -0.04
Co -0.1499 -0.5948 2.7248 -2.01 3.54 -0.22
C -1.8607 -0.4773 4.1589 -1.77 0.88 -0.41
C -2.0806 0.9230 4.2931 -0.53 -0.99 -0.71
C -2.5436 1.4165 3.0351 -0.35 -0.74 -0.27
H -1.9911 1.4988 5.2231 0.17 -0.25 -0.55
C -2.6229 0.3447 2.1014 -0.25 0.23 1.31
C -2.1725 -0.8599 2.7677 -1.64 1.20 0.88
H -2.4065 -1.8755 2.4458 0.08 0.43 0.03
H -1.7823 -1.1734 4.9958 0.35 0.24 -0.38
H -2.8477 2.4469 2.8514 0.31 -0.24 -0.10
H -3.0652 0.3663 1.0989 0.46 0.15 0.37
C 0.7777 -1.7408 4.1466 1.16 -1.32 0.33
C -0.0880 -2.5031 3.2951 1.54 -1.91 0.29
C 0.3396 -2.3307 1.9352 1.20 -1.23 0.26
H -0.8923 -3.1630 3.6103 0.04 0.51 0.01
C 1.5018 -1.4810 1.9656 1.24 -0.97 0.41
C 1.7930 -1.1475 3.3355 0.24 -1.16 -0.17
H 2.6043 -0.5176 3.7016 -0.47 -0.05 -0.27
H 0.6964 -1.6353 5.2348 -0.04 -0.04 -0.65
H -0.0646 -2.8223 1.0536 -0.01 0.24 0.25
H 2.1212 -1.2193 1.1206 -0.20 -0.05 0.23
O 2.0752 1.0927 -1.6915 0.17 0.87 0.25
C 1.5350 0.4867 -0.5089 -0.09 0.07 0.37
C 0.3120 1.3157 -0.1172 0.11 0.16 -0.08
H 2.2425 0.6173 0.3451 -0.02 -0.18 -0.64
H 1.3711 -0.5824 -0.6975 -0.03 0.48 -0.02
C 0.7773 2.7354 -0.5522 0.28 -0.07 1.37
H 0.1428 1.2399 0.9685 0.10 0.37 -0.59
H -0.5976 1.0370 -0.6320 0.08 -0.14 0.06
C 2.0846 2.4954 -1.3296 -0.04 -0.86 0.34
H 1.0447 3.2356 0.3942 -0.28 0.31 -0.49
H -0.0045 3.3027 -1.0682 0.29 -0.04 0.02
H 2.9347 2.6255 -0.6380 -0.13 0.21 -0.22
H 2.2365 3.1242 -2.2014 -0.03 -0.12 -0.28
F 0.3802 1.1754 2.6819 0.58 1.14 0.37
```
Forces are in eV/Å.

2S+1: 4
charge: -1
E_HOMO (spin up / spin down): -2.592 / -3.614 eV
frontier orbital gap (spin up / spin down): 5.3 / 6.4 eV
LUMO energy (spin up / spin down): 2.75 / 2.74 eV

In elementary charge units, the Löwdin charges are: -0.1179 -0.1338 -0.0819 0.0929 0.1229 -0.5685 0.1108 0.1037 -0.0289 0.0779 0.0910 0.0864 -0.0246 0.0815 0.0850 0.0837 0.5072 -0.2182 -0.1437 -0.1683 0.0816 -0.1467 -0.2707 0.0909 0.0893 0.0701 0.0809 -0.1783 -0.2341 -0.1821 0.1095 -0.1848 -0.1371 0.1064 0.1094 0.1069 0.0723 -0.1784 -0.2183 -0.1556 0.1206 0.1099 -0.1533 0.0618 0.0857 -0.1934 0.1105 0.0936 0.1132 0.1061 -0.4431

---

Record 2
# C19H28F16NO4

A 3-piece molecular cluster, C19H28F16NO4 overall (ωB97M-V/def2-TZVPD, OMol25).

```
68
Properties=species:S:1:pos:R:3:forces:R:3
C 1.1183 2.6968 0.7425 0.26 0.17 0.08
C 1.4581 3.4039 -0.5738 -0.13 -0.20 -0.14
O 0.7256 2.9413 -1.6731 0.37 0.01 0.17
C -0.7136 3.3768 -1.7121 -0.78 -0.32 -0.27
N -1.6390 2.3678 -1.8527 -0.30 0.26 -0.02
C -2.0922 1.8008 -0.6216 0.44 -0.33 -0.36
C -3.5612 1.3534 -0.6689 0.21 -0.32 -0.23
C -4.4935 2.2727 -1.4586 0.18 -0.04 0.27
C -4.2868 3.7852 -1.2673 -0.59 -0.08 -0.14
C -5.4593 4.5434 -0.6332 0.29 0.08 0.05
O -5.3642 4.8342 0.7599 0.07 -0.05 0.04
C -4.9031 3.7607 1.5565 -0.15 0.30 -0.02
H 0.3897 3.2446 1.3336 -0.23 -0.02 0.00
H 2.0230 2.5999 1.3455 0.06 -0.02 0.13
H 0.7354 1.7006 0.5421 -0.09 -0.13 -0.07
H 2.5120 3.2218 -0.7935 0.10 0.00 -0.13
H 1.3444 4.4889 -0.4517 0.00 0.14 0.05
H -0.7613 4.0629 -2.5698 0.24 -0.04 -0.07
H -0.8663 3.9775 -0.7908 0.16 0.11 0.23
H -1.9645 2.4523 0.2662 0.12 0.33 0.01
H -1.5001 0.8897 -0.3796 -0.08 -0.03 0.48
H -3.5852 0.3773 -1.1528 -0.16 -0.08 -0.09
H -3.9180 1.1656 0.3463 -0.06 0.14 0.18
H -4.3676 2.0283 -2.5084 0.11 0.08 -0.13
H -5.5234 2.0043 -1.2115 -0.20 0.03 0.03
H -3.3605 3.9915 -0.7461 0.15 0.09 0.13
H -4.1643 4.2182 -2.2565 0.17 0.08 -0.12
H -5.5372 5.5175 -1.1130 -0.07 0.16 0.10
H -6.4007 4.0187 -0.8235 -0.12 -0.19 0.00
H -5.1705 3.9906 2.5858 -0.05 0.05 0.09
H -5.3708 2.8160 1.2816 -0.04 -0.16 -0.09
H -3.8199 3.6624 1.5030 0.13 -0.18 -0.11
C 0.6502 -4.2085 -1.3313 0.30 -0.21 -0.44
C 0.3820 -4.2906 0.1817 -0.13 0.44 -0.20
C -0.8521 -5.0658 0.6521 0.06 -0.12 0.14
F -1.9926 -4.5193 0.1999 0.05 0.08 -0.02
F -0.8731 -5.0467 2.0093 -0.06 0.00 -0.09
F 0.4048 -3.0612 0.7315 -0.05 -0.06 0.01
F 1.4424 -4.9871 0.7033 0.05 -0.15 0.01
O 0.2883 -3.0360 -2.0197 -0.28 0.21 0.48
C -0.9569 -2.8338 -2.5688 0.23 -0.14 -0.11
C -1.6513 -1.6221 -1.9427 -0.03 0.59 0.07
F -1.7804 -1.8000 -0.6100 -0.02 -0.27 0.00
F -2.8869 -1.5047 -2.4785 0.04 -0.23 -0.06
F -1.7191 -3.9518 -2.5173 0.09 0.11 0.11
F -0.7654 -2.5438 -3.8727 -0.07 -0.12 -0.09
H 1.7369 -4.2149 -1.4063 0.03 -0.05 0.03
H 0.2929 -5.1057 -1.8400 -0.16 -0.01 0.13
H -0.7897 -6.1070 0.3213 -0.02 0.03 -0.01
H -1.0819 -0.7058 -2.1335 -0.05 0.01 -0.02
C 3.6450 -2.4553 1.6048 -0.56 0.11 -0.06
C 4.6614 -3.3636 2.3110 0.19 0.12 -0.32
C 5.2776 -2.8708 3.6221 0.00 -0.08 0.12
F 5.9856 -1.7380 3.4443 0.02 -0.08 -0.03
F 6.1204 -3.8290 4.0848 -0.02 0.10 0.00
F 5.6412 -3.7320 1.4553 -0.05 0.04 0.06
F 3.9753 -4.4923 2.6588 -0.08 -0.03 0.05
O 4.1033 -1.6535 0.5338 0.63 -0.13 0.14
C 4.6391 -0.4076 0.7286 -0.34 0.05 -0.06
C 6.0826 -0.3273 0.2171 0.10 0.05 -0.05
F 6.8680 -1.2375 0.8305 -0.03 0.01 0.06
F 6.5707 0.9063 0.4873 0.01 -0.08 -0.02
F 4.5484 -0.0010 2.0112 0.01 -0.07 -0.14
F 3.9398 0.4579 -0.0315 -0.06 0.05 0.13
H 2.9497 -3.1413 1.1318 0.00 -0.08 0.01
H 3.0612 -1.8742 2.3197 0.17 0.02 0.12
H 4.4971 -2.7016 4.3687 0.02 0.03 -0.02
H 6.1024 -0.4999 -0.8605 -0.01 0.01 0.01
```
Forces are in eV/Å.

charge: -1
E_HOMO: -2.492 eV
frontier orbital gap: 4.7 eV
LUMO energy: 2.17 eV

In elementary charge units, the Löwdin charges are: -0.0966 -0.3413 -0.1895 -0.3848 -0.0982 -0.3683 -0.2170 -0.2129 -0.1788 -0.2289 -0.1989 -0.1134 0.0540 0.0511 0.0623 0.0922 0.0978 0.0893 0.0912 0.0829 0.0745 0.0707 0.0872 0.0933 0.0907 0.0916 0.1049 0.1064 0.1074 0.0793 0.0816 0.0778 -0.0508 -0.4374 -0.3085 0.1076 0.0901 0.1398 0.0815 0.0518 -0.5270 -0.2878 0.0895 0.0935 0.1372 0.1468 0.1472 0.1456 0.1704 0.1721 -0.0399 -0.4361 -0.3034 0.0971 0.0881 0.1319 0.0998 0.0556 -0.5442 -0.2825 0.0944 0.0963 0.1485 0.1550 0.1180 0.1549 0.1727 0.1742

---

Record 3
# C19H28I2InN5O3Se2

C19H28I2InN5O3Se2 as an isolated structure in a non-equilibrium geometry (ωB97M-V/def2-TZVPD, OMol25).

```
60
Properties=species:S:1:pos:R:3:forces:R:3
In 7.5066 10.4275 11.2744 -0.27 1.30 -1.29
I 5.0762 11.5565 6.6280 -0.15 -0.03 0.39
C 6.0488 9.8517 7.2714 0.73 -0.89 0.81
C 6.4025 8.9041 6.2849 -0.04 0.73 -0.35
C 7.2268 7.8592 6.5184 0.68 -1.08 0.00
I 7.9196 6.7988 4.8547 -0.08 -0.22 0.15
C 7.7178 7.5709 7.8175 0.07 0.97 0.60
C 8.4403 6.4397 8.2475 -0.06 0.33 1.01
C 8.7533 6.2962 9.5887 0.97 -0.70 0.99
C 8.5722 7.3420 10.5121 -0.49 0.47 -0.26
N 7.9287 8.4438 10.1056 0.00 0.22 0.65
C 7.4311 8.5609 8.8248 -0.19 -1.19 0.12
C 6.5165 9.6302 8.5795 -0.28 1.21 0.03
O 6.1832 10.4261 9.5999 0.50 -0.04 0.51
H 6.0962 9.0497 5.2564 -0.18 0.22 0.12
H 8.7497 5.6581 7.5851 -0.16 -0.25 -0.50
H 9.2275 5.3774 10.0024 -0.35 0.74 -0.73
H 8.9201 7.2916 11.5938 -0.46 0.02 -1.60
C 4.8593 13.7533 12.0145 0.72 -0.32 -0.14
Se 6.2206 12.8693 13.2426 -1.14 0.19 -0.82
C 4.9331 11.7751 14.2665 -0.02 0.77 -0.20
C 5.6085 10.6397 14.9994 1.06 0.70 0.32
Se 6.9521 9.5944 13.9124 -1.02 -0.61 -0.88
C 5.5862 8.4918 12.8765 -0.36 -0.23 1.99
H 4.1984 12.9557 11.6259 0.34 0.52 0.30
H 5.4759 14.1493 11.1830 -0.37 -0.27 0.50
H 4.3078 14.5738 12.5011 0.33 -0.57 -0.02
H 4.2097 11.3816 13.5488 -0.08 0.27 0.15
H 4.4798 12.5285 14.9496 -0.01 -1.04 -0.24
H 4.9314 9.8591 15.3282 -0.13 -0.06 0.03
H 6.1761 11.0159 15.8812 -0.23 -0.43 -0.67
H 5.6071 7.5147 13.3732 -0.16 0.27 -0.19
H 5.8714 8.3622 11.8625 0.17 0.05 -0.89
H 4.5779 8.9414 12.9860 0.80 -0.11 -0.16
N 9.7685 10.7980 11.6444 1.13 -2.11 0.64
C 10.3101 11.9893 10.9238 -1.24 -0.01 0.20
C 11.3956 12.6499 11.7664 0.73 -1.13 0.42
C 12.3161 13.5725 10.9882 0.07 0.50 -0.26
C 13.0772 14.5087 11.9213 0.10 0.26 -0.03
N 12.2148 15.3574 12.7719 0.64 -0.73 1.03
C 11.3969 16.3234 12.3766 -0.98 -0.33 1.20
N 11.3994 16.7555 11.1375 -0.48 0.90 -0.21
N 10.4595 16.7874 13.2384 0.68 -0.28 0.13
C 9.1088 12.9230 10.5242 0.53 1.12 -0.69
O 9.4412 13.9667 9.9485 -0.50 -1.03 0.95
O 7.8941 12.5419 10.7635 0.94 -0.70 0.09
H 9.7603 10.9442 12.6728 0.19 0.25 -0.79
H 10.4291 9.9548 11.5354 -1.31 1.60 0.02
H 10.7011 11.6750 9.9577 0.16 -0.30 0.05
H 12.0737 11.8042 12.1421 -1.04 1.06 -0.06
H 10.9220 13.1673 12.6271 0.27 -0.31 -0.37
H 11.7238 14.1639 10.2701 0.27 -0.32 0.17
H 13.0740 12.9725 10.4448 -0.47 0.40 0.10
H 13.7752 15.1344 11.3825 0.09 0.31 -0.41
H 13.7313 13.9705 12.6017 -0.17 -0.20 0.20
H 12.3033 15.1511 13.7778 -0.38 0.47 -0.94
H 12.2275 16.6164 10.6064 0.37 -0.04 -0.67
H 10.7584 17.5048 10.8701 0.43 -0.56 -0.06
H 10.4669 16.4442 14.1992 -0.13 0.33 -0.58
H 10.0290 17.6825 13.0574 0.00 -0.12 0.16
```
Forces are in eV/Å.

charge: +2
E_HOMO: -11.962 eV
frontier orbital gap: 6.1 eV
LUMO energy: -5.90 eV

In elementary charge units, the Löwdin charges are: 0.8140 0.9957 -0.6435 -0.2363 -0.6701 0.9718 -0.1890 0.0046 -0.0357 -0.1048 0.0056 -0.1341 -0.3830 -0.1930 0.0763 0.0903 0.1303 0.1413 -0.2936 0.9054 -0.5397 -0.4716 0.9476 -0.2867 0.0404 0.0316 0.0364 0.0673 0.0892 0.0767 0.0888 0.0428 -0.0239 0.0630 0.0028 -0.2627 -0.1593 -0.1779 -0.1513 0.0851 -0.4369 0.2460 0.2029 -0.5634 0.0484 -0.1607 0.0987 0.1516 0.1646 0.1479 0.1282 0.1039 0.1408 0.1214 0.1322 0.1744 0.1255 0.1584 0.1349 0.1303

---

Record 4
# C19H28I2NOP2Y

C19H28I2NOP2Y as an isolated structure in a non-equilibrium geometry (ωB97M-V/def2-TZVPD, OMol25).

```
54
Properties=species:S:1:pos:R:3:forces:R:3
I -2.0675 0.1551 0.0753 -0.04 -0.09 0.60
I 3.3620 0.0030 -1.5646 -0.73 0.10 0.46
Y 0.8574 0.1505 -0.0742 0.70 -0.32 -1.66
P 0.1320 -2.6282 -0.3248 0.09 -1.65 0.03
C -0.1472 -3.5768 1.2296 0.08 0.43 0.15
C -1.2559 -3.3400 -1.3013 -0.06 0.56 -0.27
H -1.0588 -4.4120 -1.4614 -0.07 0.42 0.12
H 1.1733 -4.6257 -1.1578 0.35 0.32 0.03
H -1.3198 -2.8319 -2.2724 -0.09 -0.23 0.17
H 1.8629 -3.1525 -1.9541 -0.02 -0.27 0.25
H -1.1059 -3.2801 1.6726 0.19 -0.16 -0.05
H -2.2064 -3.2087 -0.7682 0.26 0.00 -0.17
C 1.5336 -3.5961 -1.0039 0.04 0.17 -0.12
H -0.1511 -4.6541 0.9948 -0.02 0.44 0.12
H 2.3733 -3.5811 -0.2950 -0.18 -0.04 -0.26
H 0.6554 -3.3540 1.9436 -0.15 -0.20 -0.04
P 0.0071 2.8060 -0.4975 0.56 0.78 -0.55
C -0.2937 3.8418 0.9646 -0.37 0.08 0.15
C 1.5336 3.5857 -1.1382 -0.18 0.24 -0.17
H -1.3152 2.9447 -2.5396 -0.03 0.18 0.17
H -1.0870 4.5457 -1.7585 -0.10 -0.32 0.04
H -2.2770 3.3697 -1.0985 0.22 -0.01 -0.16
C -1.2998 3.4806 -1.5833 0.00 -0.26 -0.14
H 1.8646 3.0762 -2.0539 -0.06 0.25 0.24
H 1.2994 4.6425 -1.3397 0.37 -0.26 -0.03
H 0.0257 4.8714 0.7342 -0.08 -0.33 0.37
H 0.2430 3.4511 1.8430 0.27 0.16 0.00
H 2.3334 3.5065 -0.3901 -0.12 0.06 -0.20
H -1.3596 3.8308 1.2127 0.13 0.06 -0.03
C -0.0150 -0.1548 2.5121 -0.39 -1.09 4.22
O -0.7738 -0.6540 3.2715 1.10 1.07 -2.51
C -0.8232 3.2234 6.2252 0.31 0.03 -0.49
C -1.7263 2.6432 5.3347 1.00 0.18 0.11
C -1.2838 2.2579 4.0347 -0.63 -0.25 -1.40
C -0.0046 2.5635 3.7372 -1.10 0.97 4.21
C 0.9495 3.0998 4.5394 1.05 0.06 -1.00
C 0.5074 3.4523 5.8542 -0.80 -0.42 -0.48
N 1.1393 0.3086 2.2249 -2.14 1.03 -1.18
C 2.2082 0.2757 3.1777 0.96 -0.83 0.55
C 3.5141 0.3993 2.6866 -0.32 -0.33 0.01
C 4.5515 -0.2242 3.3747 -0.19 0.03 0.43
C 4.2575 -1.0035 4.5009 -0.11 0.18 -0.28
C 2.9842 -0.9516 5.0710 -0.04 0.24 0.05
C 1.9664 -0.2085 4.4637 0.06 -0.56 0.16
H -1.1572 3.5244 7.2169 0.06 -0.10 -0.20
H -2.7659 2.4807 5.6230 0.26 -0.14 -0.36
H -1.9724 1.7950 3.3410 -0.22 -0.02 -0.02
H 1.9775 3.2738 4.2353 -0.01 0.06 0.13
H 1.2133 3.9121 6.5548 -0.08 -0.23 -0.52
H 3.6920 0.8733 1.7284 0.03 -0.09 -0.08
H 5.5733 -0.1416 3.0169 -0.20 -0.11 -0.07
H 5.0115 -1.6672 4.9123 -0.04 0.26 0.09
H 2.7624 -1.5447 5.9594 0.09 0.40 -0.11
H 0.9848 -0.0955 4.9422 0.37 -0.43 -0.33
```
Forces are in eV/Å.

charge: +2
E_HOMO (spin up / spin down): -14.241 / -14.241 eV
frontier orbital gap (spin up / spin down): 4.2 / 4.2 eV
LUMO energy (spin up / spin down): -10.00 / -10.00 eV

In elementary charge units, the Löwdin charges are: 0.3425 0.0677 0.4684 0.6511 -0.2700 -0.2787 0.0615 0.0554 0.0509 0.0311 0.0449 0.0389 -0.2943 0.0677 0.0511 0.0417 0.6154 -0.2526 -0.2956 0.0595 0.0666 0.0390 -0.2657 0.0305 0.0572 0.0799 0.0033 0.0459 0.0597 -0.4542 0.1710 -0.0195 0.0152 -0.0293 0.1271 -0.0109 0.0129 -0.0098 -0.2853 -0.0311 -0.0344 -0.0396 -0.0350 -0.0261 0.1390 0.1448 0.1255 0.1468 0.1455 0.0776 0.1252 0.1229 0.1257 0.1227